No. 1
{
  "formula": "C31H59NO11",
  "method": "ωB97M-V/def2-TZVPD",
  "total_charge": 0,
  "multiplicity": 1,
  "smiles": "CCCCO[C@@H]1C(=O)NC[C@H]1CC(=O)O.CC(C)=O.CC(C)=O.CC(C)=O.CC(C)=O.CC(C)=O.CC(C)=O.CC(C)=O",
  "homo_energy_ev": -9.000,
  "energy_ha": -2098.706653,
  "symbols": ["C", "C", "C", "C", "O", "C", "C", "O", "N", "C", "C", "C", "C", "O", "O", "H", "H", "H", "H", "H", "H", "H", "H", "H", "H", "H", "H", "H", "H", "H", "H", "H", "C", "C", "O", "C", "H", "H", "H", "H", "H", "H", "C", "C", "O", "C", "H", "H", "H", "H", "H", "H", "C", "C", "O", "C", "H", "H", "H", "H", "H", "H", "C", "C", "O", "C", "H", "H", "H", "H", "H", "H", "C", "C", "O", "C", "H", "H", "H", "H", "H", "H", "C", "C", "O", "C", "H", "H", "H", "H", "H", "H", "C", "C", "O", "C", "H", "H", "H", "H", "H", "H"],
  "xyz": [[1.3384, -3.7917, 4.1110], [-0.2717, -3.6359, 4.4098], [-0.8287, -2.0802, 4.1533], [-1.6486, -1.9794, 2.7370], [-1.1250, -0.9921, 1.7801], [0.3148, -1.1606, 1.5298], [0.9092, 0.2817, 2.1324], [0.1342, 1.0750, 2.8819], [2.3259, 0.4318, 1.6188], [2.2148, -0.0199, 0.1471], [0.9086, -1.0295, 0.0025], [1.6491, -2.3992, -0.5940], [0.6647, -3.2441, -1.6234], [-0.6894, -3.1115, -1.6237], [1.3065, -4.1811, -2.5798], [1.4567, -4.0739, 2.9684], [1.8562, -4.6640, 4.7191], [1.9554, -2.7935, 4.2811], [-0.9374, -4.4027, 3.8236], [-0.4388, -3.8583, 5.5605], [0.0098, -1.2773, 4.3028], [-1.6140, -1.9030, 5.0348], [-2.7524, -1.6199, 3.0153], [-1.8025, -3.0591, 2.2534], [0.8688, -2.1249, 1.9234], [2.7954, -0.3784, 2.1233], [3.2896, -0.4469, -0.0321], [1.8799, 0.9766, -0.3669], [0.1187, -0.7103, -0.8244], [1.9628, -3.1457, 0.2713], [2.6272, -2.1623, -1.2037], [1.7856, -4.9031, -2.0683], [5.9002, -3.8303, 2.7623], [5.1145, -3.9170, 4.0433], [3.9787, -4.3885, 4.0652], [5.7722, -3.4045, 5.2967], [5.3007, -4.2369, 1.9407], [6.1352, -2.7863, 2.5405], [6.8181, -4.4170, 2.8490], [6.0015, -2.3415, 5.1878], [6.6845, -3.9723, 5.4963], [5.0885, -3.5307, 6.1429], [-4.2024, -2.3754, -0.2933], [-5.0816, -2.6704, 0.8924], [-4.6773, -3.3512, 1.8335], [-6.4747, -2.1002, 0.8821], [-3.2263, -2.8506, -0.1484], [-4.6563, -2.7788, -1.2020], [-4.0556, -1.2966, -0.3878], [-7.0299, -2.4914, 0.0258], [-6.4292, -1.0090, 0.8400], [-6.9940, -2.3942, 1.8004], [-0.1304, 4.1405, 2.4363], [-0.0083, 5.5635, 1.9609], [1.0390, 6.1942, 2.0956], [-1.2172, 6.1850, 1.3140], [0.8188, 3.8240, 2.8818], [-0.9141, 4.0681, 3.1947], [-0.3563, 3.4846, 1.5919], [-2.0492, 6.2038, 2.0223], [-1.4915, 5.6202, 0.4194], [-0.9832, 7.2140, 1.0208], [-0.9177, 4.2526, -2.6747], [-1.0373, 2.9193, -1.9865], [-0.2657, 2.5941, -1.0856], [-2.1377, 1.9990, -2.4431], [-0.0804, 4.8105, -2.2420], [-0.7260, 4.1048, -3.7405], [-1.8345, 4.8294, -2.5294], [-2.0003, 1.7507, -3.4985], [-3.1089, 2.4754, -2.2874], [-2.1032, 1.0738, -1.8580], [1.3180, 1.6043, -6.0662], [0.2522, 2.3599, -6.8138], [-0.9072, 2.4011, -6.4052], [0.6597, 3.0634, -8.0807], [0.8797, 1.1474, -5.1725], [1.7257, 0.8125, -6.6997], [2.1108, 2.2894, -5.7557], [1.0381, 2.3366, -8.8040], [1.4232, 3.8136, -7.8600], [-0.2117, 3.5667, -8.5128], [0.9512, -0.8846, 7.6226], [1.6767, -2.1994, 7.7272], [1.2615, -3.2052, 7.1540], [2.9300, -2.2358, 8.5603], [0.0655, -1.0082, 6.9902], [0.6298, -0.5577, 8.6147], [1.6038, -0.1353, 7.1678], [2.6968, -1.9691, 9.5942], [3.6708, -1.5466, 8.1472], [3.3466, -3.2486, 8.5450], [-3.5745, 4.5252, -11.3033], [-2.5823, 3.7560, -10.4729], [-1.3709, 3.9057, -10.6240], [-3.1295, 2.7964, -9.4502], [-3.0366, 5.1787, -11.9984], [-4.1917, 3.8326, -11.8809], [-4.2008, 5.1437, -10.6556], [-3.7269, 2.0267, -9.9453], [-3.7360, 3.3379, -8.7199], [-2.2988, 2.3121, -8.9259]],
  "lowdin_charge": [-0.17, -0.23, -0.17, -0.18, -0.16, -0.16, -0.20, 0.01, -0.02, -0.15, -0.17, -0.08, -0.25, -0.03, -0.03, 0.06, 0.08, 0.08, 0.11, 0.09, 0.10, 0.12, 0.14, 0.13, 0.15, 0.12, 0.13, 0.13, 0.16, 0.13, 0.12, 0.12, -0.02, -0.47, 0.02, -0.02, 0.08, 0.08, 0.09, 0.09, 0.09, 0.08, -0.02, -0.49, 0.04, -0.03, 0.07, 0.09, 0.09, 0.08, 0.08, 0.08, -0.03, -0.49, 0.04, -0.03, 0.08, 0.09, 0.07, 0.08, 0.07, 0.08, -0.02, -0.48, 0.03, -0.01, 0.09, 0.08, 0.09, 0.08, 0.09, 0.08, -0.03, -0.49, 0.03, -0.02, 0.08, 0.09, 0.09, 0.09, 0.09, 0.06, -0.02, -0.48, 0.04, -0.03, 0.07, 0.09, 0.09, 0.09, 0.08, 0.08, -0.03, -0.49, 0.04, -0.02, 0.08, 0.09, 0.09, 0.09, 0.09, 0.07]
}

No. 2
{
  "formula": "C31H60FNSi",
  "method": "ωB97M-V/def2-TZVPD",
  "total_charge": 0,
  "multiplicity": 1,
  "homo_energy_ev": -8.228,
  "energy_ha": -1661.238790,
  "symbols": ["C", "C", "C", "C", "C", "C", "C", "C", "C", "C", "C", "C", "C", "C", "C", "C", "C", "C", "C", "C", "Si", "C", "C", "C", "C", "N", "C", "C", "C", "C", "C", "F", "C", "C", "H", "H", "H", "H", "H", "H", "H", "H", "H", "H", "H", "H", "H", "H", "H", "H", "H", "H", "H", "H", "H", "H", "H", "H", "H", "H", "H", "H", "H", "H", "H", "H", "H", "H", "H", "H", "H", "H", "H", "H", "H", "H", "H", "H", "H", "H", "H", "H", "H", "H", "H", "H", "H", "H", "H", "H", "H", "H", "H", "H"],
  "xyz": [[-1.4422, 1.9056, -13.9528], [-0.3601, 2.6355, -13.1219], [-0.6276, 4.1377, -12.9562], [-1.5065, 4.5249, -11.7630], [-1.2377, 3.7516, -10.4674], [-1.6612, 4.5534, -9.2394], [-1.5317, 3.7766, -7.9322], [-2.4759, 4.3538, -6.8547], [-2.8627, 3.3275, -5.7692], [-2.0177, 3.4397, -4.4767], [-2.7695, 4.0918, -3.3019], [-3.1846, 3.0847, -2.2362], [-1.9983, 2.5659, -1.3846], [-2.2184, 2.7224, 0.1375], [-2.0618, 1.4081, 0.9255], [-1.4707, 1.6160, 2.3233], [-0.9240, 0.2991, 2.9136], [-1.1366, 0.1576, 4.4433], [0.1623, -0.0506, 5.2344], [0.3105, -1.4715, 5.7971], [1.9802, -1.7235, 6.6523], [1.8325, -2.7748, 8.2328], [2.9783, -3.7810, 8.3777], [2.9191, -4.6208, 9.6676], [3.4657, -6.0519, 9.4094], [2.3513, -7.0029, 9.3000], [2.1425, -8.0261, 10.1654], [0.9885, -8.6606, 9.7459], [0.5177, -7.9863, 8.6199], [1.3877, -6.9494, 8.3432], [3.1203, -2.5557, 5.3548], [2.8874, -1.8694, 4.1413], [4.6242, -2.4133, 5.6802], [5.3508, -3.7727, 5.8173], [-2.1857, 2.6033, -14.3304], [-0.9780, 1.4643, -14.8335], [-1.8994, 1.0814, -13.4106], [-0.1697, 2.1153, -12.1872], [0.5599, 2.5498, -13.7004], [-1.1449, 4.4562, -13.8633], [0.3178, 4.6771, -12.9610], [-1.2950, 5.5766, -11.5446], [-2.5694, 4.5007, -11.9996], [-0.1944, 3.4385, -10.4107], [-1.8166, 2.8247, -10.5167], [-1.0441, 5.4536, -9.2322], [-2.6880, 4.8793, -9.4164], [-1.7974, 2.7296, -8.0528], [-0.5123, 3.9151, -7.5715], [-3.3953, 4.6787, -7.3439], [-2.0397, 5.2343, -6.3819], [-2.7808, 2.3226, -6.1797], [-3.9093, 3.5045, -5.5224], [-1.1456, 4.0488, -4.7219], [-1.6694, 2.4379, -4.2257], [-2.2236, 4.9293, -2.8703], [-3.6892, 4.5182, -3.7099], [-3.8751, 3.6036, -1.5695], [-3.7454, 2.2552, -2.6664], [-1.9297, 1.4946, -1.5728], [-1.0636, 3.0269, -1.6916], [-3.1993, 3.1328, 0.3660], [-1.4800, 3.4290, 0.5211], [-1.4512, 0.6865, 0.3836], [-3.0620, 0.9840, 1.0437], [-0.6344, 2.3044, 2.1916], [-2.1934, 2.0827, 2.9903], [0.1505, 0.2888, 2.7303], [-1.3375, -0.5468, 2.3665], [-1.7976, -0.6988, 4.5800], [-1.6841, 1.0209, 4.8175], [0.1749, 0.6343, 6.0869], [1.0355, 0.2032, 4.6360], [0.2917, -2.1496, 4.9375], [-0.5193, -1.7248, 6.4570], [2.4877, -0.3731, 6.9933], [0.8527, -3.2534, 8.2574], [1.8675, -2.0652, 9.0623], [2.9464, -4.4411, 7.5140], [3.9341, -3.2576, 8.3729], [3.4814, -4.1700, 10.4831], [1.8847, -4.7110, 9.9896], [4.0726, -6.3566, 10.2554], [4.0804, -6.0814, 8.5122], [2.7504, -8.2812, 11.0107], [0.5078, -9.5067, 10.2022], [-0.3704, -8.2059, 8.0517], [1.3428, -6.2294, 7.5515], [2.8314, -3.6018, 5.2331], [4.6914, -1.8845, 6.6284], [5.0954, -1.8578, 4.8765], [4.6465, -4.5946, 5.9120], [5.9681, -3.9858, 4.9480], [5.9871, -3.7515, 6.6983]],
  "lowdin_charge": [-0.10, -0.26, -0.22, -0.21, -0.23, -0.23, -0.20, -0.21, -0.20, -0.20, -0.22, -0.21, -0.19, -0.20, -0.22, -0.21, -0.19, -0.20, -0.29, -0.29, 0.74, -0.27, -0.28, -0.16, -0.12, -0.14, -0.10, -0.11, -0.11, -0.10, -0.38, -0.09, -0.23, -0.10, 0.06, 0.06, 0.06, 0.09, 0.09, 0.10, 0.10, 0.10, 0.11, 0.11, 0.11, 0.12, 0.11, 0.10, 0.11, 0.10, 0.11, 0.10, 0.10, 0.10, 0.10, 0.11, 0.10, 0.10, 0.11, 0.10, 0.11, 0.10, 0.10, 0.10, 0.11, 0.11, 0.11, 0.10, 0.10, 0.10, 0.10, 0.10, 0.09, 0.08, 0.07, 0.02, 0.07, 0.07, 0.08, 0.10, 0.11, 0.11, 0.11, 0.12, 0.11, 0.09, 0.09, 0.11, 0.11, 0.08, 0.11, 0.05, 0.07, 0.07]
}

No. 3
{
  "formula": "C31H61N2O12S5",
  "method": "ωB97M-V/def2-TZVPD",
  "total_charge": 1,
  "multiplicity": 1,
  "homo_energy_ev": -11.630,
  "energy_ha": -4220.860900,
  "symbols": ["C", "C", "C", "C", "C", "C", "C", "C", "N", "C", "C", "O", "C", "C", "C", "O", "C", "N", "S", "C", "O", "O", "H", "H", "H", "H", "H", "H", "H", "H", "H", "H", "H", "H", "H", "H", "H", "H", "H", "H", "H", "H", "H", "H", "H", "H", "H", "H", "H", "H", "H", "C", "C", "C", "S", "O", "O", "C", "H", "H", "H", "H", "H", "H", "H", "H", "C", "C", "C", "S", "O", "O", "C", "H", "H", "H", "H", "H", "H", "H", "H", "C", "C", "C", "S", "O", "O", "C", "H", "H", "H", "H", "H", "H", "H", "H", "C", "C", "C", "S", "O", "O", "C", "H", "H", "H", "H", "H", "H", "H", "H"],
  "xyz": [[3.1948, -1.3194, 1.2584], [3.7196, -2.1071, 0.0460], [2.6976, -3.0960, -0.5334], [1.7211, -2.4333, -1.5113], [0.6765, -1.4892, -0.8959], [-0.1179, -2.0518, 0.2830], [-1.5082, -2.6164, -0.1225], [-2.5543, -1.5768, 0.0683], [-3.1435, -0.7902, -0.8462], [-2.8774, -0.8874, -2.2815], [-3.8992, -1.7999, -2.9898], [-3.3005, -3.0480, -3.3341], [-4.0247, 0.1085, -0.2450], [-4.8208, 1.1727, -0.9244], [-3.9426, 2.1260, -1.7895], [-2.5756, 2.0545, -1.4515], [-3.9860, -0.1811, 1.1092], [-3.0870, -1.2272, 1.2778], [-2.8033, -1.8581, 2.8389], [-4.3786, -2.5283, 3.3102], [-2.5049, -0.7533, 3.6951], [-1.8428, -2.9129, 2.7520], [4.0473, -0.9545, 1.8337], [2.6325, -0.4297, 0.9823], [2.6297, -1.9528, 1.9413], [4.6142, -2.6412, 0.3676], [4.0048, -1.4164, -0.7471], [3.2653, -3.8177, -1.1275], [2.2204, -3.6797, 0.2546], [2.3364, -1.8126, -2.1679], [1.2629, -3.1743, -2.1710], [-0.0015, -1.1908, -1.6984], [1.1775, -0.5735, -0.5911], [0.4143, -2.7996, 0.8604], [-0.3016, -1.2260, 0.9734], [-1.5306, -2.9853, -1.1458], [-1.7735, -3.4413, 0.5347], [-2.8790, 0.1024, -2.7173], [-1.8938, -1.3123, -2.4423], [-4.2637, -1.3365, -3.9013], [-4.7272, -2.0180, -2.3127], [-3.4805, -3.6853, -2.6403], [-5.2542, 1.7864, -0.1389], [-5.6644, 0.7798, -1.4888], [-4.0289, 1.8370, -2.8347], [-4.3042, 3.1445, -1.6534], [-2.4580, 2.2972, -0.5178], [-4.4981, 0.2854, 1.9303], [-4.2153, -3.5305, 3.6964], [-5.0858, -2.5419, 2.4848], [-4.7799, -1.9125, 4.1110], [0.2881, 5.8699, 0.0310], [0.4906, 6.1014, 1.5348], [-0.3451, 5.0505, 2.2764], [-0.4473, 3.6364, 1.1770], [-1.8371, 3.4616, 0.7904], [0.2985, 2.5265, 1.7159], [0.4432, 4.3677, -0.1880], [1.0036, 6.4310, -0.5662], [-0.7167, 6.1856, -0.2592], [1.5439, 5.9765, 1.7836], [0.2008, 7.1077, 1.8311], [0.1148, 4.7312, 3.2079], [-1.3598, 5.3962, 2.4647], [0.0210, 4.0148, -1.1271], [1.4849, 4.0576, -0.1017], [6.8725, -4.1105, -3.6302], [8.3308, -3.6333, -3.6150], [8.3540, -2.2501, -2.9512], [6.9586, -2.2167, -1.8192], [6.0139, -1.2233, -2.2741], [7.4334, -2.2183, -0.4581], [6.3308, -3.8417, -2.2293], [6.7934, -5.1645, -3.8911], [6.3031, -3.5377, -4.3653], [8.9361, -4.3313, -3.0340], [8.7526, -3.5912, -4.6175], [9.2652, -2.0774, -2.3847], [8.2092, -1.4497, -3.6740], [5.2451, -3.8324, -2.1750], [6.7391, -4.5432, -1.5024], [-8.5170, -1.1172, 2.1738], [-8.2175, -0.1608, 3.3376], [-7.8074, 1.1869, 2.7293], [-8.6368, 1.2883, 1.1339], [-7.6363, 1.2848, 0.0889], [-9.6505, 2.3025, 1.1799], [-9.3929, -0.3324, 1.2027], [-9.0140, -2.0247, 2.5124], [-7.5840, -1.4069, 1.6805], [-9.1150, -0.0338, 3.9440], [-7.4363, -0.5482, 3.9911], [-8.1201, 2.0316, 3.3372], [-6.7354, 1.2417, 2.5483], [-9.4284, -0.7553, 0.2017], [-10.4022, -0.2049, 1.5917], [5.9621, 1.0901, 0.5143], [6.2413, 2.0530, 1.6751], [6.5115, 3.4366, 1.0651], [5.6023, 3.4828, -0.4884], [6.5410, 3.5766, -1.5751], [4.4972, 4.4073, -0.3828], [4.9833, 1.8101, -0.4016], [5.5503, 0.1443, 0.8561], [6.8843, 0.8770, -0.0289], [5.3651, 2.1033, 2.3256], [7.0810, 1.7213, 2.2833], [6.1608, 4.2462, 1.6998], [7.5642, 3.5801, 0.8310], [4.9351, 1.3883, -1.4038], [3.9860, 1.8525, 0.0394]],
  "lowdin_charge": [-0.09, -0.25, -0.21, -0.19, -0.18, -0.15, -0.08, -0.16, 0.08, -0.06, -0.19, -0.05, -0.14, -0.08, -0.22, -0.09, 0.03, -0.08, 0.67, -0.10, -0.24, -0.25, 0.06, 0.06, 0.08, 0.10, 0.08, 0.09, 0.10, 0.11, 0.11, 0.09, 0.10, 0.10, 0.12, 0.12, 0.11, 0.11, 0.11, 0.13, 0.13, 0.08, 0.11, 0.12, 0.11, 0.13, 0.04, 0.13, 0.08, 0.07, 0.07, -0.21, -0.20, -0.21, 0.69, -0.34, -0.32, -0.21, 0.12, 0.12, 0.12, 0.12, 0.11, 0.11, 0.11, 0.10, -0.21, -0.21, -0.21, 0.65, -0.33, -0.32, -0.23, 0.12, 0.12, 0.12, 0.12, 0.11, 0.11, 0.09, 0.11, -0.22, -0.21, -0.21, 0.68, -0.33, -0.30, -0.22, 0.12, 0.10, 0.12, 0.11, 0.11, 0.08, 0.11, 0.11, -0.22, -0.20, -0.21, 0.66, -0.31, -0.35, -0.23, 0.09, 0.12, 0.12, 0.12, 0.10, 0.10, 0.10, 0.10]
}